The following is a quantum chemistry calculation of a cluster of 2 separate species, C5H16NS in total, from the OMol25 dataset.

```
23
Properties=species:S:1:pos:R:3:forces:R:3
C -0.00730 -0.93663 3.45159 -0.040 -0.074 -0.115
C 0.92080 -0.84302 2.26065 -0.561 0.071 -0.204
N 0.44541 -1.77265 1.16344 0.208 -0.030 0.244
H 0.33657 -0.29173 4.25308 0.117 0.049 0.059
H -1.01242 -0.61085 3.18703 -0.074 -0.005 -0.016
H -0.05849 -1.95466 3.83204 0.012 -0.068 0.101
H 0.88571 0.14863 1.81334 0.195 0.035 0.067
H 1.94131 -1.11148 2.49183 0.218 -0.061 0.005
H 0.46449 -2.75135 1.45321 0.074 -0.007 0.070
H 1.00408 -1.68236 0.29172 -0.274 -0.027 -0.135
H -0.52167 -1.56232 0.91179 0.032 0.043 -0.045
C -1.19894 2.45153 -2.22141 0.021 -0.023 0.357
C -0.37233 1.25724 -2.66441 0.159 -0.118 -0.251
C -0.20042 0.24563 -1.53769 -0.028 0.365 -0.162
S 0.77330 -1.21992 -2.00736 0.093 -0.005 0.205
H -1.28351 3.18082 -3.02199 -0.123 0.028 -0.023
H -0.74875 2.95290 -1.35879 0.076 0.003 -0.110
H -2.19417 2.13563 -1.90231 -0.075 0.069 -0.172
H -0.83494 0.76773 -3.52521 -0.040 -0.024 0.082
H 0.61280 1.58089 -3.01174 0.005 0.011 0.092
H -1.17910 -0.11155 -1.22017 -0.105 -0.159 -0.003
H 0.25691 0.74704 -0.68338 0.076 -0.078 0.095
H 1.97067 -0.61955 -1.95526 0.036 0.005 -0.139
```
Positions in Å, forces in eV/Å.

Its relative energy (zero: lowest compared OMol25 entry of this formula, charge and spin) is 6.34 kcal per mole. Its charge is +1. For the largest force on an atom, the calculation gives 0.60 eV/A. For the HOMO energy, the calculation gives -13.20 eV. The LUMO energy is -3.260 eV. For the energy, the calculation gives -652.80360 a.u. As for the spin multiplicity: 1.